Record 1
Below is a cluster of 5 separate species, C49H93BO23P5Si in total in a non-equilibrium geometry, with properties calculated with ωB97M-V/def2-TZVPD.

Geometry (Å):
C -4.3419 2.6083 -3.6114
C -3.8327 1.2039 -3.9693
P -3.9628 -0.0019 -2.5654
C -3.7149 1.0646 -1.0791
C -2.4665 -1.1699 -2.6817
C -2.2282 -1.3352 -4.1754
C -3.2267 -1.6993 -5.0725
C -2.9934 -1.8189 -6.4293
C -1.7296 -1.5750 -6.9427
C -0.7235 -1.2037 -6.0644
C -0.9693 -1.0750 -4.7060
O -1.3886 -0.3604 -2.1746
C -0.9162 -0.9663 -1.0428
O -0.4125 -0.3156 -0.1709
C -1.1401 -2.4974 -1.1543
C -0.9776 -3.0766 0.2734
C 0.2708 -3.9049 0.5455
C 0.2774 -5.2808 0.3394
C 1.3755 -6.0794 0.5891
C 2.5298 -5.5126 1.1025
C 2.5544 -4.1508 1.3285
C 1.4522 -3.3430 1.0464
C 1.6138 -1.8694 1.3320
C 0.0397 -2.9314 -2.0803
O 0.8528 -2.0031 -2.3060
O 0.1369 -4.1114 -2.4517
C -2.5972 -2.4216 -1.7582
O -3.3357 -1.8396 -0.6204
B -4.4161 -2.5160 -0.0771
O -4.3246 -3.4269 0.9730
O -5.6680 -2.2565 -0.5557
Si -3.2661 -4.0414 -2.5708
C -5.0362 -3.8535 -3.2560
C -3.1691 -5.5302 -1.4266
C -2.2482 -4.5563 -4.0844
H -3.5451 3.1406 -3.0942
H -5.2867 2.6077 -3.0712
H -4.4938 3.1473 -4.5505
H -4.4259 0.7869 -4.7821
H -2.8090 1.2897 -4.3423
H -4.5783 1.7252 -1.0273
H -3.6032 0.4633 -0.1851
H -2.8193 1.6710 -1.2285
H -4.2348 -1.8820 -4.7242
H -3.7996 -2.0834 -7.1025
H -1.5101 -1.6379 -8.0009
H 0.2788 -1.0081 -6.4241
H -0.1471 -0.7582 -4.0816
H -1.0224 -2.2890 1.0227
H -1.8230 -3.7320 0.4935
H -0.6122 -5.7612 -0.0424
H 1.3048 -7.1381 0.3731
H 3.3792 -6.1475 1.3239
H 3.4423 -3.6898 1.7450
H 2.4715 -1.6619 1.9691
H 1.8077 -1.3949 0.3646
H 0.6950 -1.4179 1.6953
H -4.2905 -2.9401 1.8021
H -5.6235 -1.5501 -1.2239
H -5.3223 -2.8024 -3.2471
H -5.6989 -4.4174 -2.5962
H -5.1011 -4.2602 -4.2632
H -2.3364 -5.4430 -0.7362
H -3.0407 -6.4414 -2.0092
H -4.0799 -5.6102 -0.8258
H -2.8821 -4.6443 -4.9695
H -1.4164 -3.8882 -4.2910
H -1.7937 -5.5322 -3.9059
O 3.6942 -0.1509 4.9468
P 3.2607 0.9836 5.8138
O 3.1373 2.1124 4.6165
C 2.0120 2.0524 3.7383
C 0.7056 2.3722 4.4470
O 4.6844 1.4137 6.4914
C 5.7942 0.5186 6.4798
C 6.6199 0.6595 5.2136
O 2.5013 2.0634 6.8126
C 1.7147 1.5390 7.8986
C 2.5195 0.6307 8.8094
H 1.9598 1.0627 3.2745
H 2.1849 2.7803 2.9464
H 0.4472 1.5953 5.1741
H -0.1119 2.4350 3.7280
H 0.7794 3.3144 4.9902
H 5.4545 -0.5079 6.6141
H 6.4126 0.7551 7.3478
H 5.9950 0.7623 4.3282
H 7.2819 -0.1982 5.0833
H 7.2387 1.5577 5.2674
H 0.8544 0.9971 7.4944
H 1.3289 2.3947 8.4512
H 2.8787 -0.2555 8.2740
H 1.9052 0.2867 9.6427
H 3.3948 1.1495 9.1988
O 2.2865 3.7440 0.3965
P 2.5939 3.7985 -1.0466
O 3.4899 2.5373 -1.4473
C 2.8629 1.2321 -1.4157
C 1.7921 1.0587 -2.4696
O 3.6994 4.9984 -1.1519
C 4.0594 5.7547 -0.0025
C 5.1866 5.1028 0.7784
O 2.0006 4.1450 -2.5108
C 0.6915 4.7421 -2.5943
C 0.5921 6.0460 -1.8250
H 2.4461 1.0603 -0.4202
H 3.6581 0.5059 -1.5723
H 0.9319 1.7052 -2.2662
H 1.4344 0.0299 -2.4695
H 2.1698 1.3191 -3.4603
H 3.1897 5.9171 0.6349
H 4.3739 6.7394 -0.3559
H 5.0522 4.0253 0.8605
H 5.2636 5.5273 1.7807
H 6.1393 5.2645 0.2692
H -0.0528 4.0282 -2.2304
H 0.4921 4.9102 -3.6512
H 0.7522 5.8899 -0.7544
H -0.3974 6.4866 -1.9523
H 1.3474 6.7534 -2.1678
O 4.0650 -5.1439 8.9398
P 5.0103 -4.3395 9.7346
O 4.3420 -2.8958 10.0137
C 3.2028 -2.8236 10.8760
C 3.5343 -3.1530 12.3209
O 6.1747 -3.9344 8.6841
C 6.1748 -4.4469 7.3462
C 5.3636 -3.5840 6.3996
O 6.0466 -4.3428 10.9774
C 6.4100 -5.6146 11.5555
C 7.0194 -6.5637 10.5420
H 2.4194 -3.4886 10.5011
H 2.8300 -1.8023 10.8097
H 3.8095 -4.2045 12.4333
H 2.6726 -2.9668 12.9629
H 4.3769 -2.5570 12.6704
H 5.8199 -5.4776 7.3369
H 7.2154 -4.4756 7.0199
H 4.4245 -3.2498 6.8387
H 5.1447 -4.1170 5.4744
H 5.9263 -2.6844 6.1448
H 5.5268 -6.0671 12.0159
H 7.1208 -5.4033 12.3522
H 6.3057 -6.8172 9.7532
H 7.3223 -7.4922 11.0265
H 7.8861 -6.1090 10.0631
O -6.0199 5.0334 -7.6477
P -6.0954 4.9472 -9.1394
O -5.3076 3.5551 -9.4407
C -5.9908 2.3154 -9.2495
C -7.1193 2.1058 -10.2435
O -4.8954 6.0559 -9.4218
C -4.4068 6.9111 -8.3923
C -3.2808 6.2687 -7.6006
O -6.4316 5.1827 -10.7421
C -7.6164 5.9195 -11.1015
C -7.6431 7.3124 -10.5013
H -6.3690 2.2619 -8.2240
H -5.2441 1.5316 -9.3668
H -7.9335 2.8183 -10.0738
H -7.5341 1.1023 -10.1459
H -6.7677 2.2498 -11.2647
H -5.2196 7.2180 -7.7340
H -4.0439 7.8180 -8.8807
H -3.4836 5.2225 -7.3779
H -3.1089 6.8022 -6.6645
H -2.3546 6.2936 -8.1778
H -8.5011 5.3559 -10.7907
H -7.6317 5.9752 -12.1888
H -7.6667 7.2761 -9.4073
H -8.5301 7.8522 -10.8340
H -6.7535 7.8713 -10.7880

Results
HOMO-LUMO gap, eV: 5.8
2S+1: 1
Energy relative to the best compared isomer or geometry (same formula, charge and spin), kJ/mol: 0.0
Calculated total energy, eV: -154422.6666
LUMO energy, eV: 0.35
Charge: -1



Record 2
Below is a structure of composition C49H95BF6HgN5O13P in a non-equilibrium geometry, with properties calculated with ωB97M-V/def2-TZVPD.

Geometry (Å):
Hg -10.1171 -23.3087 -5.8470
O -3.1742 -28.0846 -4.3639
C -3.7025 -27.0464 -4.5756
O -4.5056 -26.7509 -5.5906
B -4.9733 -25.3753 -5.4263
O -4.1592 -24.8188 -4.3441
C -3.5531 -25.8155 -3.6796
O -2.9526 -25.7483 -2.6780
O -6.4560 -25.2774 -5.1795
C -7.0052 -24.6408 -6.1283
O -8.1761 -24.2795 -6.2286
C -5.9075 -24.0558 -7.0424
O -4.7692 -24.5697 -6.6578
O -6.0690 -23.1783 -7.8219
P -10.6303 -25.6771 -3.7456
F -10.5340 -25.4916 -5.4621
F -9.2367 -24.8530 -3.6492
F -11.3464 -24.2233 -3.6728
F -10.6527 -25.9101 -2.1980
F -12.0855 -26.2997 -4.0451
F -9.9194 -27.0657 -3.9761
C -13.9596 -31.4176 -4.7269
C -14.6150 -30.2207 -5.4420
C -15.6061 -30.8559 -6.4145
C -16.6497 -29.9319 -6.9938
C -17.2989 -29.0299 -5.9546
C -16.4034 -28.4228 -4.8368
N -15.3915 -29.4154 -4.5140
O -14.6042 -28.9594 -3.4201
C -15.8436 -27.0868 -5.3369
C -17.4020 -28.2898 -3.6822
C -13.5326 -29.4520 -6.1823
H -14.7174 -31.9845 -4.1825
H -13.3855 -30.9810 -3.9030
H -13.3466 -32.0411 -5.3669
H -15.1148 -31.4606 -7.1918
H -16.1017 -31.7455 -5.9968
H -17.4980 -30.4634 -7.4331
H -16.2109 -29.3194 -7.7901
H -18.2110 -29.4391 -5.5061
H -17.8609 -28.2383 -6.4781
H -16.6429 -26.4164 -5.6459
H -15.1713 -26.6055 -4.6214
H -15.1532 -27.2924 -6.1566
H -18.3615 -27.8689 -3.9914
H -17.5397 -29.2840 -3.2608
H -17.1050 -27.6293 -2.8650
H -13.0418 -30.0733 -6.9354
H -12.8243 -28.8640 -5.5984
H -13.9580 -28.7241 -6.8929
H -14.1062 -28.1933 -3.7563
C -7.7743 -25.7508 -9.8835
C -7.9882 -27.2550 -9.7112
C -6.6525 -27.9210 -10.1033
C -6.6164 -29.4013 -9.8012
C -6.7576 -29.5976 -8.2865
C -7.9522 -28.8696 -7.7004
N -8.1636 -27.5352 -8.2889
O -9.1845 -26.7893 -7.6615
C -9.2825 -29.6515 -7.8857
C -7.7884 -28.6949 -6.1862
C -9.1719 -27.6922 -10.5636
H -7.4439 -25.5902 -10.9147
H -6.9538 -25.3721 -9.2764
H -8.7151 -25.2279 -9.7111
H -6.6765 -27.8308 -11.1969
H -5.8105 -27.3990 -9.6557
H -5.6037 -29.7554 -10.0208
H -7.3358 -30.0317 -10.3213
H -5.8490 -29.3643 -7.7249
H -6.9115 -30.6563 -8.0470
H -9.2945 -30.5318 -7.2402
H -10.1617 -29.0311 -7.7575
H -9.2840 -30.0154 -8.9183
H -7.4145 -29.6323 -5.7563
H -6.9147 -28.0634 -5.9807
H -8.7166 -28.4095 -5.7093
H -10.0624 -27.1371 -10.2460
H -9.3955 -28.7528 -10.6317
H -9.1044 -27.3402 -11.6027
H -8.6945 -26.2232 -7.0613
C -8.0456 -24.1576 -0.7597
C -7.1625 -24.9301 0.2629
C -8.0173 -25.6638 1.2867
C -8.5079 -26.9703 0.6752
C -7.3487 -27.8442 0.1822
C -6.4425 -27.1426 -0.8343
N -6.1949 -25.7800 -0.4093
O -5.2812 -25.0810 -1.2059
C -5.1759 -27.9831 -0.9386
C -7.0888 -27.1470 -2.2343
C -6.3388 -23.8756 1.0485
H -7.7195 -24.0868 -1.7898
H -8.3935 -23.1850 -0.3811
H -9.0572 -24.5874 -0.6894
H -7.4126 -25.8011 2.1877
H -8.8677 -25.0447 1.5846
H -8.9480 -26.6153 -0.2684
H -9.2723 -27.5588 1.1732
H -7.8398 -28.6709 -0.3439
H -6.8357 -28.3182 1.0221
H -4.6511 -28.0990 0.0108
H -5.3783 -28.9583 -1.3819
H -4.4454 -27.5125 -1.6048
H -8.0668 -26.6579 -2.2701
H -6.5300 -26.5668 -2.9741
H -7.2743 -28.1366 -2.6567
H -7.0126 -23.2896 1.6784
H -5.7127 -23.3047 0.3744
H -5.7383 -24.4293 1.7751
H -5.7923 -24.8642 -2.0069
C -12.6964 -24.3150 2.0164
C -13.1214 -25.6262 1.3725
C -11.9049 -26.5614 1.6692
C -12.1070 -28.0454 1.4459
C -13.2828 -28.4278 2.3523
C -14.5244 -27.6309 2.0033
N -14.2579 -26.2013 2.0849
O -15.4241 -25.4143 1.9556
C -15.1174 -28.1038 0.6577
C -15.5812 -28.0296 3.0458
C -13.1511 -25.5422 -0.1708
H -12.6103 -24.4761 3.0899
H -13.3933 -23.4929 1.8362
H -11.7199 -24.0136 1.6318
H -11.1131 -26.1621 1.0321
H -11.6036 -26.4720 2.7179
H -11.2410 -28.6981 1.5460
H -12.4388 -28.2207 0.4107
H -12.8893 -28.2499 3.3611
H -13.4294 -29.5108 2.3442
H -16.2071 -28.1638 0.7045
H -14.9098 -27.3447 -0.1007
H -14.7529 -29.0653 0.3031
H -16.4149 -27.3330 2.9070
H -15.9387 -29.0439 2.8902
H -15.2897 -27.8786 4.0872
H -14.0459 -25.0008 -0.4906
H -13.0608 -26.5064 -0.6710
H -12.2352 -25.0341 -0.4736
H -15.8042 -25.5493 1.0658
C -12.5181 -24.0709 -7.6660
C -13.4302 -23.0821 -6.9375
C -14.4721 -23.9329 -6.2004
C -15.2706 -23.2305 -5.0808
C -14.2703 -22.5594 -4.1376
C -13.2950 -21.5765 -4.8272
N -12.6594 -22.3240 -5.9197
O -11.6085 -21.5372 -6.5294
C -14.0674 -20.3240 -5.2957
C -12.3512 -21.1804 -3.7222
C -14.1944 -22.1604 -7.9015
H -12.3437 -24.8793 -6.9594
H -11.5462 -23.6653 -7.9928
H -12.9292 -24.5318 -8.5616
H -15.3031 -24.0771 -6.9046
H -14.1672 -24.9314 -5.9087
H -15.7249 -24.0218 -4.4759
H -16.1297 -22.6348 -5.3888
H -13.7008 -23.3106 -3.6093
H -14.8554 -22.0391 -3.3733
H -13.4475 -19.4472 -5.0952
H -14.2429 -20.3092 -6.3688
H -15.0364 -20.1804 -4.8262
H -12.8386 -20.6947 -2.8745
H -11.6811 -21.9238 -3.2761
H -11.6116 -20.3987 -3.9665
H -15.1825 -21.8612 -7.5601
H -14.3264 -22.6212 -8.8824
H -13.6398 -21.2526 -8.1654
H -11.9922 -20.7216 -6.9145

Results
HOMO-LUMO gap, eV: 3.4
2S+1: 1
Energy relative to the best compared isomer or geometry (same formula, charge and spin), kJ/mol: 0.0
Calculated total energy, eV: -116867.4591
LUMO energy, eV: -4.15
Charge: 0



Record 3
Below is a structure of composition C4Ag4O12 in a non-equilibrium geometry, with properties calculated with ωB97M-V/def2-TZVPD.

Geometry (Å):
Ag -1.5963 -17.8748 11.2581
Ag -4.2420 -14.9110 11.0588
Ag -3.5178 -17.9372 7.1027
Ag -3.6757 -16.9527 9.3949
C -4.1005 -14.6138 7.2410
O -3.4793 -14.2443 8.1550
O -4.5804 -13.8780 6.4254
O -4.3613 -15.8699 7.1384
C -4.4279 -19.7408 9.8012
O -4.6714 -19.4838 8.6357
O -3.7412 -19.0304 10.4997
O -4.9450 -20.7782 10.1860
C -6.9881 -16.3853 11.1923
O -7.5974 -15.3274 11.2827
O -6.0306 -16.1600 10.4423
O -7.2583 -17.4421 11.7914
C -0.6228 -17.6556 7.9726
O 0.2524 -18.2826 7.3607
O -0.9298 -17.7269 9.1619
O -1.4972 -16.9216 7.2692

Results
HOMO-LUMO gap (alpha / beta), eV: 3.2 / 3.1
2S+1: 2
Calculated total energy, eV: -44705.6330
LUMO energy (alpha / beta), eV: 5.34 / 5.36
⟨S²⟩: 0.760
Charge: -3



Record 4
Below is a structure of composition C4BInO8 in a non-equilibrium geometry, with properties calculated with ωB97M-V/def2-TZVPD.

Geometry (Å):
In -0.0326 -5.8505 -0.8191
O -1.8421 3.1447 1.1394
C -1.2415 2.2842 0.6679
O -0.8220 1.1648 1.1140
B -0.0600 0.4081 0.0860
O -0.1780 1.2174 -1.1727
C -0.7357 2.3612 -0.9933
O -0.9254 3.2767 -1.6588
O -0.5754 -0.9482 -0.1004
C 0.3601 -1.8388 0.1150
O 0.2808 -3.0159 0.1089
C 1.6836 -0.9938 0.4783
O 1.3490 0.2684 0.4314
O 2.7391 -1.4783 0.6034

Results
HOMO-LUMO gap, eV: 3.0
2S+1: 1
Energy relative to the best compared isomer or geometry (same formula, charge and spin), kJ/mol: 5.6
Calculated total energy, eV: -26358.5974
LUMO energy, eV: -14.47
Charge: +2



Record 5
Below is a cluster of 2 separate species, C4Cl4N2 in total in a non-equilibrium geometry, with properties calculated with ωB97M-V/def2-TZVPD.

Geometry (Å):
N 2.1170 -1.5954 -1.7546
C 1.9352 -0.9861 -0.7904
C 1.3614 -0.2058 0.2738
C 1.1622 1.1635 -0.0018
N 1.0635 2.3092 -0.1358
C 0.6246 -0.8344 1.1963
Cl 1.1458 -2.3780 1.7467
Cl -0.1835 0.0960 2.3058
Cl -1.5864 -0.2719 -0.7807
Cl -3.0425 -2.0306 -0.4452

Results
HOMO-LUMO gap, eV: 7.0
2S+1: 1
Energy relative to the best compared isomer or geometry (same formula, charge and spin), kJ/mol: 117.9
Calculated total energy, eV: -57213.9793
LUMO energy, eV: -3.49
Charge: 0